# 1
Here is C3H7FS3 as an isolated structure in a non-equilibrium geometry from the Open Molecules 2025 dataset. Energies are from wB97M-V/def2-TZVPD.

As for the largest force on an atom: 4.4 eV/Å. For the HOMO energy, the calculation gives -0.3213 Ha.

Structure (ORCA input):
```
! wB97M-V def2-TZVPD RIJCOSX def2/J DEFGRID3
* xyz 0 1
H -2.4065 0.8252 0.7412
S 2.2397 -1.1647 0.8066
C -0.7743 -0.5684 0.5351
H 2.3722 1.8864 0.3755
H -2.1146 -0.0726 -0.9321
S 1.2655 -0.1384 -1.7152
H -0.5128 -0.6630 1.6562
H -0.0569 0.2608 -1.9292
C -1.7417 0.4164 -0.0640
C 1.0694 -0.0115 0.1420
H -1.2095 1.4149 -0.3323
H 1.7753 -2.0234 -0.2083
F -1.0471 -1.8173 0.0756
S 1.1414 1.6556 0.8486
*
```

***

# 2
Here is a 2-piece molecular cluster, C5H8O overall in a non-equilibrium geometry from the Open Molecules 2025 dataset. Energies are from wB97M-V/def2-TZVPD.

The SMILES is C1CC1.C=C=O. As for the largest force on an atom: 1.4 eV/Å. For the HOMO energy, the calculation gives -0.3187 Ha.

Structure (ORCA input):
```
! wB97M-V def2-TZVPD RIJCOSX def2/J DEFGRID3
* xyz 0 1
C 0.8598 1.2785 -0.9914
H 0.8606 -0.9082 -1.1696
H 0.6436 0.9263 1.1886
H -0.7432 -0.1830 -1.5094
H -1.9571 -0.7551 0.4500
C -1.2394 -1.2781 1.0642
C 0.2008 -0.0534 -0.9871
H -0.8876 1.4159 0.3767
H 0.4802 2.0055 -1.6855
C 0.0739 -1.2710 0.9210
O 1.2206 -1.4753 1.0869
H -1.5524 -1.9096 1.8774
C 0.1059 0.9848 0.2373
H 1.9343 1.2227 -0.8589
*
```

***

# 3
Here is C15H25BrHgN5O3 as an isolated structure from the Open Molecules 2025 dataset. Energies are from wB97M-V/def2-TZVPD.

As for the largest force on an atom: 0.8 eV/Å. For the HOMO energy (alpha / beta), the calculation gives -0.2591 / -0.2944 Ha.

Structure (ORCA input):
```
! wB97M-V def2-TZVPD RIJCOSX def2/J DEFGRID3
* xyz 0 2
H -1.5469 3.0813 0.7399
H -3.9645 -0.0674 0.1022
H -2.6020 0.6512 -1.4859
C -2.7141 1.5071 0.3189
H -1.7164 3.2760 2.9176
C 5.3338 1.4810 -1.3652
H -0.7183 -0.1934 0.5937
N 0.2870 -0.2035 0.7348
H 1.8197 1.0543 1.3485
C 3.6602 -0.0873 -0.7144
N -3.5970 0.5917 0.7705
O 0.2560 3.3679 0.8403
H -1.5079 -5.5335 -0.5299
O 0.2057 1.9622 -0.8702
H 5.3850 2.0436 -3.4343
C -2.4169 -2.4681 -0.7177
H 3.4627 0.6285 -4.0192
Hg 0.6376 -0.5200 -2.3122
H -1.7507 -2.9540 -3.1053
N -2.2740 2.4707 1.1250
H -3.1577 2.2364 3.0034
H -1.4277 1.0198 4.0749
H -1.6443 0.2486 2.5116
C 0.2266 1.3181 2.7453
H -1.7050 -4.7194 -2.8444
H 0.5050 -0.9659 1.3717
C -1.3407 -3.7521 -2.4884
H -1.3823 1.8491 -1.1622
H -4.1230 0.7717 1.6075
Br 6.8176 2.5982 -0.8965
N -2.3341 1.4662 -0.9465
C 4.7352 0.7222 -0.3797
H 0.5355 2.3235 3.0290
C -2.1583 2.3421 2.5663
O -2.7871 -1.5309 -1.4032
C 4.8978 1.4475 -2.6754
C 3.2068 -0.1184 -2.0171
H 0.7427 0.6100 3.4027
H -0.2490 -3.7442 -2.5623
H 3.2137 -0.6990 0.0553
C -1.2660 -4.5288 -0.1804
C 3.8088 0.6478 -2.9942
C 0.7247 1.0673 1.3049
H -0.1813 -4.4515 -0.0830
H 5.0946 0.7685 0.6376
H -1.7091 -4.3713 0.8004
H -2.6416 -2.5000 0.3673
N -1.7526 -3.5492 -1.1171
C -1.2788 1.1571 3.0001
C 0.3892 2.2464 0.3363
*
```

***

# 4
Here is an isolated ion of composition C4H9N2 and charge +1 in a non-equilibrium geometry from the Open Molecules 2025 dataset. Energies are from wB97M-V/def2-TZVPD.

The SMILES is [H]/N=C/[C@H]1[NH2+][C@@H]1C. As for the largest force on an atom: 5.4 eV/Å. For the HOMO energy, the calculation gives -0.5524 Ha.

Structure (ORCA input):
```
! wB97M-V def2-TZVPD RIJCOSX def2/J DEFGRID3
* xyz 1 1
H 2.0860 -1.1103 0.2750
H 1.5533 -2.0484 -1.2971
H -0.1421 2.2864 1.7298
H -1.3238 -1.4280 -0.4168
H 0.7722 0.4720 -1.0384
H -1.4249 3.2417 -0.0177
H -0.2883 -0.2394 1.8121
N -1.0529 -0.3770 -0.3464
H 0.9250 -2.3670 0.2354
H -1.8174 0.1685 -0.7296
C -0.2809 0.0976 0.7845
C -0.5771 1.7571 0.8764
C 0.4310 -0.3314 -0.4554
N -1.3711 2.1676 -0.0003
C 1.3311 -1.5368 -0.3918
*
```

***

# 5
Here is C27H27I2N3O2Pt as an isolated structure from the Open Molecules 2025 dataset. Energies are from wB97M-V/def2-TZVPD.

As for the largest force on an atom: 0.7 eV/Å. For the HOMO energy, the calculation gives -0.2692 Ha.

Structure (ORCA input):
```
! wB97M-V def2-TZVPD RIJCOSX def2/J DEFGRID3
* xyz 0 1
H 0.4366 3.6174 -1.7872
C -5.1360 0.8053 0.3831
H -1.3312 -4.1650 3.9572
C -3.0287 -0.7834 -0.4486
C -0.3467 1.7620 -3.6292
C -3.3927 -3.1413 -1.7587
C -1.4673 -2.9592 2.1538
H 5.2749 -1.5971 -0.1473
C 3.2033 -0.8966 -0.4699
C -0.0603 1.6026 -2.1660
H -2.4207 1.4973 5.0113
H -3.6460 -2.3661 3.6431
Pt 0.2559 -0.1565 0.2340
C 0.7332 1.7976 4.9475
H 1.2645 0.8686 5.1651
C -2.1177 -2.6134 -1.4802
H 0.3399 2.5820 -0.3087
H 0.5986 1.7064 -4.1728
H -5.4933 -2.8292 -1.5501
C -0.0851 2.8005 -1.2847
C -3.8150 1.2289 0.6066
C -3.1484 -0.4304 4.4270
H 0.2301 -3.7043 3.2841
C -0.8291 -0.6443 2.9612
C 3.8670 -1.5772 1.5627
C -2.2202 0.5965 4.4433
I -7.4115 -0.9176 -0.5333
H -1.1255 3.1057 -1.1431
C -0.0885 1.6729 3.6661
C -0.7848 -4.0124 3.0255
H -3.4869 -4.0842 -2.2800
C -1.0487 0.5167 3.6970
C -2.7257 0.4682 0.2212
O 0.2050 0.4771 -1.7610
H 3.1413 -0.6292 -1.5129
C -2.9153 -1.5660 3.6670
C 4.2946 -1.3962 0.2510
H 0.0969 2.0160 5.8068
H -0.7191 -4.9695 2.5069
I -3.4750 3.0595 1.5440
H -0.9737 0.9375 -3.9626
C 2.5277 -1.1826 1.5990
C -1.7513 -1.6939 2.9186
H -1.2203 -3.1461 -1.7791
N -1.9512 -1.4844 -0.8414
C -4.5001 -2.4467 -1.3552
H -2.4079 -3.3520 1.7588
H 4.4462 -1.9531 2.3907
H -4.0662 -0.3373 4.9931
H -5.9445 1.4436 0.7136
C -4.3541 -1.2127 -0.6819
H -0.6714 2.5838 3.5038
N 0.3296 -0.7444 2.1302
H 1.5981 -1.4293 3.5973
H -0.8178 2.7171 -3.8504
H 1.4718 2.5953 4.8630
N 2.1514 -0.7548 0.3395
H 0.5750 1.5838 2.8045
C -5.4148 -0.3810 -0.2353
C 1.4888 -1.1342 2.5587
H -0.8395 -2.7356 1.2886
O -1.5046 0.8473 0.4374
*
```

***

# 6
Here is C29H25CoN7O2S5 as an isolated structure from the Open Molecules 2025 dataset. Energies are from wB97M-V/def2-TZVPD.

As for the largest force on an atom: 0.3 eV/Å. For the HOMO energy (alpha / beta), the calculation gives -0.2292 / -0.2355 Ha.

Structure (ORCA input):
```
! wB97M-V def2-TZVPD RIJCOSX def2/J DEFGRID3
* xyz 0 2
C 0.3602 4.8456 -3.2136
H 2.4266 0.0076 -1.0002
C -2.6491 -1.0301 4.2078
H -2.6212 1.3841 2.8616
H 2.1979 -4.7272 -0.8528
S -1.5209 -1.5363 -0.8052
H 0.5034 5.5747 -4.0000
C 1.2730 3.8165 -3.0590
N 1.9782 1.8158 -1.8790
C -1.2611 -2.9639 4.3717
H 4.4571 1.0093 2.6905
C 5.3814 -0.4376 1.3799
H -3.7162 -1.1079 -2.8869
H -4.7317 0.2152 -3.5162
H 2.6585 1.6264 -2.6005
C 3.6919 -3.3459 -0.1949
H -2.8440 -2.5033 5.7526
H 0.3284 -3.3106 -0.0024
H -3.5048 -0.5237 -4.5643
H -0.9634 -3.8873 4.8474
C 2.4211 -3.8182 -0.3128
H 2.1272 3.7253 -3.7196
N 0.7282 0.8129 -0.1792
H -5.0573 1.5682 -1.0186
C -4.9536 0.7311 -0.3349
C 4.2939 0.1422 2.0617
S 0.0011 0.4763 -4.3510
N -0.9250 -1.3954 2.6067
S 0.7829 -1.6933 -2.6920
C 2.8238 -1.5157 1.1214
H 6.3596 0.0158 1.4702
O -3.8936 1.0910 0.5576
H -1.7877 4.0347 -0.7125
N -1.1488 1.9118 0.6636
C 5.2208 -1.5838 0.6563
H -4.6875 -0.1770 -0.8717
C 1.2555 -0.6136 -3.9511
C -3.7407 -0.2377 -3.5413
H 1.3913 -0.5254 3.1878
N -1.1082 0.8537 1.4948
C -2.3035 -2.1936 4.8681
C -0.1928 1.9103 -0.1879
S -2.5716 1.0094 -2.9427
H 2.1114 0.9850 3.1649
O -4.0756 -0.9437 1.4761
C -0.6008 -2.5273 3.2414
C -0.7355 -0.9432 -2.2227
C 3.9321 -2.1515 0.5266
C 1.3606 -3.0466 0.2016
C 3.0331 -0.3947 1.9772
C -1.9465 -0.6585 3.0739
H -1.4568 5.7347 -2.4959
C -0.9290 3.9950 -1.3692
N 1.9350 0.1356 2.6516
H 0.2199 -3.0898 2.8161
H -5.8768 0.5680 0.2206
Co 0.0129 -0.5509 1.0655
N 1.5411 -1.9305 0.8699
C -1.0991 0.0704 -3.0498
C -0.0184 2.9559 -1.1952
H 6.0604 -2.0652 0.1720
H 4.5283 -3.8658 -0.6458
C -2.3041 0.5413 2.2334
S 2.7632 -0.6218 -4.6423
C 1.7220 0.8302 -0.9946
C -0.7401 4.9345 -2.3673
H -3.4718 -0.4163 4.5474
C 1.0775 2.8808 -2.0536
C -3.5222 0.1242 1.3880
*
```